No. 1
{
  "formula": "C61H74Cl2N3O10RbS",
  "method": "wB97M-V/def2-TZVPD",
  "lumo_energy_ev": 2.6,
  "homo_energy_ev": -1.682,
  "homo_lumo_gap_ev": 4.24,
  "total_charge": -2,
  "de_lowest_kcal_mol": 12.5,
  "total_energy_ev": -125941.48116,
  "species": ["Rb", "C", "O", "C", "C", "C", "C", "C", "C", "C", "C", "C", "C", "C", "C", "C", "C", "C", "C", "C", "C", "C", "C", "C", "C", "C", "C", "C", "C", "C", "C", "C", "C", "O", "C", "C", "C", "C", "C", "O", "C", "C", "C", "C", "C", "C", "O", "C", "C", "C", "C", "H", "H", "H", "H", "H", "H", "H", "H", "H", "H", "H", "H", "H", "H", "H", "H", "H", "H", "H", "H", "H", "H", "H", "H", "H", "H", "H", "H", "H", "H", "H", "H", "H", "H", "H", "H", "H", "H", "H", "H", "H", "H", "H", "H", "H", "H", "H", "H", "H", "H", "H", "H", "H", "H", "H", "H", "H", "H", "Cl", "C", "C", "C", "Cl", "C", "O", "C", "C", "O", "C", "H", "H", "H", "C", "C", "S", "O", "O", "C", "C", "N", "C", "N", "C", "C", "N", "O", "O", "C", "H", "H", "H", "H", "H", "H", "H", "H", "H", "H", "H", "H", "H"],
  "xyz": [[-0.003, 1.653, 1.118], [-3.411, 0.319, 0.500], [-2.199, -0.392, 0.644], [-1.965, -1.471, -0.178], [-1.557, -2.653, 0.456], [-1.268, -2.747, 1.942], [0.199, -2.979, 2.212], [0.704, -4.200, 2.632], [2.067, -4.410, 2.865], [2.909, -3.306, 2.675], [2.449, -2.073, 2.254], [3.361, -0.897, 2.000], [3.556, -0.680, 0.508], [4.114, -1.715, -0.237], [4.211, -1.660, -1.619], [3.679, -0.544, -2.256], [3.109, 0.516, -1.564], [2.420, 1.630, -2.345], [1.239, 1.093, -3.130], [1.406, 0.591, -4.408], [0.391, -0.061, -5.119], [-0.809, -0.247, -4.433], [-1.023, 0.237, -3.151], [-2.270, -0.116, -2.370], [-2.078, -1.401, -1.566], [-1.895, -2.582, -2.292], [-1.549, -3.784, -1.700], [-1.364, -3.781, -0.320], [-1.290, -5.061, -2.500], [0.166, -5.492, -2.291], [-1.516, -4.862, -3.998], [-2.213, -6.183, -2.007], [-0.039, 1.026, -2.488], [-0.281, 1.618, -1.385], [0.637, -0.544, -6.545], [1.800, -1.545, -6.576], [0.992, 0.645, -7.449], [-0.590, -1.239, -7.139], [3.113, 0.453, -0.168], [2.632, 1.537, 0.549], [3.662, 2.350, 1.087], [4.789, -2.803, -2.453], [5.317, -3.946, -1.585], [3.682, -3.361, -3.353], [5.937, -2.286, -3.327], [1.064, -1.875, 1.979], [0.616, -0.765, 1.552], [2.654, -5.751, 3.294], [3.676, -6.235, 2.254], [3.366, -5.613, 4.647], [1.582, -6.833, 3.430], [-4.088, -0.170, -0.205], [-3.895, 0.368, 1.480], [-3.202, 1.335, 0.157], [-1.588, -1.828, 2.432], [-1.848, -3.579, 2.359], [-0.007, -5.008, 2.782], [3.978, -3.410, 2.859], [2.922, -0.004, 2.445], [4.333, -1.078, 2.472], [4.434, -2.595, 0.307], [3.667, -0.499, -3.340], [2.082, 2.402, -1.656], [3.142, 2.077, -3.036], [2.382, 0.720, -4.875], [-1.624, -0.787, -4.907], [-2.502, 0.720, -1.720], [-3.111, -0.257, -3.060], [-1.992, -2.514, -3.366], [-1.031, -4.681, 0.189], [0.845, -4.715, -2.638], [0.380, -5.667, -1.235], [0.378, -6.413, -2.844], [-0.842, -4.104, -4.403], [-1.325, -5.800, -4.526], [-2.541, -4.552, -4.214], [-2.042, -6.391, -0.951], [-3.263, -5.903, -2.127], [-2.032, -7.103, -2.570], [2.722, -1.089, -6.209], [1.582, -2.405, -5.939], [1.982, -1.902, -7.595], [1.884, 1.158, -7.086], [1.182, 0.315, -8.476], [0.177, 1.371, -7.462], [-0.868, -2.124, -6.563], [-1.454, -0.572, -7.167], [-0.373, -1.558, -8.163], [4.365, 2.644, 0.299], [3.176, 3.231, 1.501], [4.205, 1.819, 1.875], [4.526, -4.388, -0.978], [5.725, -4.729, -2.230], [6.110, -3.613, -0.913], [2.859, -3.737, -2.746], [3.276, -2.594, -4.013], [4.063, -4.181, -3.970], [6.736, -1.873, -2.708], [6.351, -3.099, -3.932], [5.596, -1.500, -4.003], [4.484, -5.511, 2.132], [4.118, -7.191, 2.556], [3.199, -6.364, 1.280], [4.170, -4.878, 4.591], [2.666, -5.278, 5.415], [3.800, -6.569, 4.961], [1.058, -6.994, 2.486], [2.046, -7.778, 3.727], [0.839, -6.568, 4.185], [1.864, 6.278, 7.936], [1.391, 5.172, 6.654], [0.925, 3.891, 6.994], [0.547, 3.018, 6.018], [-0.050, 1.448, 6.464], [0.588, 3.333, 4.597], [0.191, 2.541, 3.726], [1.090, 4.659, 4.318], [1.266, 5.149, 2.960], [1.107, 4.547, 1.917], [1.468, 5.543, 5.343], [0.862, 3.598, 8.034], [1.605, 6.211, 2.925], [1.834, 6.529, 5.079], [-8.034, 9.380, 3.565], [-7.334, 8.204, 2.896], [-6.660, 7.106, 4.114], [-7.761, 6.432, 4.753], [-5.695, 7.834, 4.900], [-5.791, 5.917, 3.133], [-4.459, 6.437, 2.609], [-3.913, 5.540, 1.601], [-2.945, 4.613, 1.810], [-2.619, 3.976, 0.694], [-3.395, 4.497, -0.283], [-4.200, 5.468, 0.246], [-5.182, 6.249, -0.426], [-5.902, 6.992, 0.248], [-5.271, 6.128, -1.632], [-2.289, 4.347, 3.113], [-8.429, 10.045, 2.797], [-7.341, 9.942, 4.189], [-8.863, 9.041, 4.184], [-6.516, 8.529, 2.255], [-8.020, 7.605, 2.298], [-6.460, 5.646, 2.318], [-5.654, 5.047, 3.779], [-3.735, 6.517, 3.416], [-4.566, 7.417, 2.155], [-3.350, 4.168, -1.307], [-2.981, 3.988, 3.876], [-1.783, 5.236, 3.498], [-1.524, 3.596, 2.927]]
}

---

No. 2
{
  "formula": "C61H82N5",
  "method": "wB97M-V/def2-TZVPD",
  "lumo_energy_ev": -4.3,
  "homo_energy_ev": -7.793,
  "homo_lumo_gap_ev": 3.50,
  "total_charge": 1,
  "de_lowest_kcal_mol": 0.0,
  "total_energy_ev": -72030.09693,
  "species": ["C", "C", "C", "C", "C", "C", "C", "C", "C", "C", "C", "N", "C", "C", "C", "C", "C", "C", "C", "C", "C", "C", "C", "C", "N", "N", "C", "C", "C", "C", "C", "C", "C", "C", "C", "C", "C", "C", "C", "C", "C", "C", "C", "C", "C", "H", "H", "H", "H", "H", "H", "H", "H", "H", "H", "H", "H", "H", "H", "H", "H", "H", "H", "H", "H", "H", "H", "H", "H", "H", "H", "H", "H", "H", "H", "H", "H", "H", "H", "H", "H", "H", "H", "H", "H", "H", "H", "H", "H", "H", "H", "H", "H", "H", "H", "H", "H", "H", "H", "H", "H", "H", "H", "H", "C", "N", "C", "C", "C", "C", "C", "C", "C", "C", "C", "C", "C", "C", "N", "C", "C", "C", "C", "C", "C", "H", "H", "H", "H", "H", "H", "H", "H", "H", "H", "H", "H", "H", "H", "H", "H", "H", "H", "H", "H", "H", "H", "H"],
  "xyz": [[1.889, 5.138, 0.907], [2.903, 4.745, 1.987], [4.336, 5.034, 1.538], [2.674, 3.302, 2.449], [3.376, 2.221, 1.899], [3.029, 0.905, 2.195], [3.691, -0.286, 1.505], [5.121, -0.008, 1.045], [2.840, -0.861, 0.378], [1.996, 0.674, 3.146], [1.691, -0.679, 3.597], [2.518, -1.293, 4.538], [3.950, -1.045, 4.669], [4.863, -1.975, 4.142], [4.415, -3.306, 3.544], [4.249, -4.349, 4.646], [5.341, -3.812, 2.437], [6.229, -1.671, 4.207], [6.656, -0.405, 4.592], [5.750, 0.515, 5.112], [4.406, 0.155, 5.262], [3.479, 0.959, 6.163], [3.941, 2.411, 6.280], [3.304, 0.288, 7.525], [1.960, -2.446, 4.967], [0.790, -2.570, 4.291], [0.095, -3.839, 4.369], [0.227, -4.761, 3.309], [1.171, -4.520, 2.131], [0.415, -4.194, 0.852], [2.120, -5.703, 1.936], [-0.472, -5.965, 3.369], [-1.148, -6.332, 4.527], [-1.118, -5.485, 5.629], [-0.501, -4.239, 5.578], [-0.414, -3.446, 6.886], [-0.764, -1.963, 6.814], [0.947, -3.675, 7.547], [0.591, -1.491, 3.384], [-0.498, -1.307, 2.518], [1.333, 1.762, 3.778], [0.299, 1.504, 4.881], [-1.109, 1.443, 4.312], [0.354, 2.486, 6.049], [1.652, 3.055, 3.367], [0.867, 4.941, 1.248], [1.961, 6.202, 0.666], [2.054, 4.568, -0.015], [2.691, 5.383, 2.857], [5.058, 4.638, 2.258], [4.544, 4.605, 0.554], [4.493, 6.114, 1.473], [4.185, 2.428, 1.194], [3.760, -1.073, 2.269], [5.712, 0.429, 1.859], [5.627, -0.931, 0.729], [5.119, 0.684, 0.193], [1.816, -1.047, 0.720], [2.806, -0.150, -0.460], [3.260, -1.810, 0.015], [3.421, -3.137, 3.098], [3.323, -4.138, 5.191], [4.201, -5.365, 4.239], [5.086, -4.297, 5.355], [5.529, -3.034, 1.684], [6.300, -4.144, 2.861], [4.877, -4.671, 1.933], [6.957, -2.431, 3.920], [7.710, -0.139, 4.508], [6.095, 1.499, 5.438], [2.508, 0.946, 5.659], [4.142, 2.830, 5.285], [3.192, 3.046, 6.765], [4.860, 2.451, 6.880], [3.059, -0.775, 7.408], [4.241, 0.364, 8.092], [2.504, 0.765, 8.106], [1.769, -3.640, 2.404], [-0.267, -3.354, 1.021], [1.121, -3.914, 0.062], [-0.164, -5.063, 0.516], [2.690, -5.903, 2.851], [1.560, -6.610, 1.681], [2.830, -5.490, 1.130], [-0.442, -6.630, 2.505], [-1.664, -7.290, 4.585], [-1.583, -5.795, 6.569], [-1.177, -3.916, 7.522], [-1.591, -1.767, 6.126], [-1.065, -1.623, 7.812], [0.101, -1.360, 6.519], [1.166, -4.746, 7.632], [1.730, -3.219, 6.930], [0.990, -3.227, 8.546], [-1.344, -1.974, 2.607], [-0.412, -0.504, 1.791], [0.491, 0.500, 5.294], [-1.188, 0.616, 3.600], [-1.843, 1.278, 5.112], [-1.368, 2.371, 3.784], [1.241, 2.305, 6.665], [0.375, 3.523, 5.700], [-0.529, 2.348, 6.687], [1.094, 3.906, 3.771], [-6.573, 0.037, -4.780], [-6.568, 0.948, -3.650], [-7.653, 1.907, -3.625], [-5.727, 0.792, -2.583], [-4.600, -0.074, -2.642], [-3.756, -0.237, -1.557], [-4.029, 0.357, -0.277], [-3.331, -0.053, 0.918], [-3.732, 0.372, 2.213], [-3.790, 1.725, 2.551], [-4.442, 2.275, 3.710], [-3.982, 3.486, 4.305], [-4.531, 3.962, 5.482], [-5.637, 3.298, 6.081], [-6.190, 3.767, 7.237], [-5.743, 4.974, 7.901], [-7.383, 3.152, 7.768], [-6.142, 2.124, 5.451], [-5.560, 1.621, 4.301], [-5.105, 1.311, -0.267], [-5.933, 1.499, -1.362], [-5.569, -0.124, -5.185], [-6.994, -0.942, -4.507], [-7.206, 0.441, -5.578], [-7.304, 2.914, -3.359], [-8.108, 1.938, -4.620], [-8.429, 1.606, -2.904], [-4.409, -0.612, -3.575], [-2.855, -0.849, -1.665], [-2.584, -0.837, 0.789], [-3.901, -0.395, 2.995], [-3.221, 2.427, 1.917], [-3.157, 4.017, 3.821], [-4.142, 4.860, 5.967], [-4.666, 4.960, 8.107], [-5.973, 5.871, 7.307], [-6.274, 5.042, 8.856], [-7.208, 2.092, 7.994], [-7.661, 3.678, 8.684], [-8.205, 3.220, 7.041], [-7.000, 1.606, 5.884], [-5.958, 0.721, 3.825], [-5.275, 1.889, 0.643], [-6.782, 2.182, -1.293]]
}

---

No. 3
{
  "formula": "C61H97N5O18",
  "method": "wB97M-V/def2-TZVPD",
  "lumo_energy_ev": 0.4,
  "homo_energy_ev": -9.160,
  "homo_lumo_gap_ev": 9.57,
  "de_lowest_kcal_mol": 0.0,
  "total_energy_ev": -109136.77623,
  "species": ["N", "C", "C", "C", "C", "C", "H", "H", "H", "H", "H", "N", "C", "C", "C", "C", "C", "H", "H", "H", "H", "H", "N", "C", "C", "C", "C", "C", "H", "H", "H", "H", "H", "N", "C", "C", "C", "C", "C", "H", "H", "H", "H", "H", "N", "C", "C", "C", "C", "C", "H", "H", "H", "H", "H", "O", "C", "O", "C", "C", "C", "H", "H", "H", "H", "H", "H", "H", "H", "O", "C", "O", "C", "C", "C", "H", "H", "H", "H", "H", "H", "H", "H", "O", "C", "O", "C", "C", "C", "H", "H", "H", "H", "H", "H", "H", "H", "O", "C", "O", "C", "C", "C", "H", "H", "H", "H", "H", "H", "H", "H", "O", "C", "O", "C", "C", "C", "H", "H", "H", "H", "H", "H", "H", "H", "O", "C", "O", "C", "C", "C", "H", "H", "H", "H", "H", "H", "H", "H", "O", "C", "O", "C", "C", "C", "H", "H", "H", "H", "H", "H", "H", "H", "O", "C", "O", "C", "C", "C", "H", "H", "H", "H", "H", "H", "H", "H", "O", "C", "O", "C", "C", "C", "H", "H", "H", "H", "H", "H", "H", "H"],
  "xyz": [[-3.121, 3.877, 2.359], [-3.509, 2.818, 1.624], [-4.655, 2.086, 1.869], [-5.502, 2.484, 2.907], [-5.118, 3.626, 3.627], [-3.946, 4.288, 3.313], [-2.838, 2.467, 0.826], [-4.873, 1.218, 1.262], [-6.452, 1.970, 3.029], [-5.719, 4.066, 4.428], [-3.679, 5.111, 3.943], [-2.272, 4.478, -4.938], [-2.845, 3.986, -3.815], [-2.120, 3.472, -2.756], [-0.727, 3.522, -2.866], [-0.113, 4.022, -3.983], [-0.943, 4.471, -4.988], [-3.924, 4.063, -3.781], [-2.597, 3.109, -1.842], [-0.140, 3.134, -2.043], [0.988, 3.983, -4.117], [-0.502, 4.879, -5.916], [2.823, 1.771, -4.512], [3.015, 1.758, -5.786], [4.108, 2.320, -6.440], [5.115, 2.905, -5.660], [4.896, 2.937, -4.303], [3.746, 2.378, -3.749], [2.266, 1.332, -6.379], [4.250, 2.101, -7.488], [6.063, 3.306, -6.067], [5.679, 3.340, -3.613], [3.620, 2.415, -2.648], [-8.161, -1.271, -1.838], [-6.990, -1.875, -2.085], [-5.781, -1.382, -1.678], [-5.831, -0.154, -1.037], [-7.039, 0.428, -0.652], [-8.205, -0.189, -1.097], [-7.033, -2.779, -2.677], [-4.855, -1.896, -1.959], [-4.913, 0.319, -0.802], [-7.052, 1.377, -0.122], [-9.191, 0.219, -0.917], [3.288, -2.268, 1.543], [4.146, -3.036, 0.867], [3.833, -4.290, 0.336], [2.527, -4.746, 0.464], [1.638, -3.958, 1.173], [2.044, -2.744, 1.693], [5.072, -2.506, 0.653], [4.570, -4.887, -0.174], [2.233, -5.706, 0.043], [0.620, -4.321, 1.342], [1.327, -2.058, 2.140], [-1.298, -3.036, 3.019], [-0.939, -3.674, 4.030], [-1.702, -4.591, 4.648], [-2.927, -4.989, 4.020], [-4.073, -4.226, 4.591], [0.370, -3.424, 4.773], [-3.126, -6.051, 4.189], [-2.824, -4.852, 2.903], [-4.019, -3.224, 4.148], [-4.028, -4.173, 5.687], [-5.028, -4.747, 4.331], [0.202, -2.675, 5.537], [1.079, -3.077, 4.044], [0.687, -4.315, 5.292], [2.206, -0.620, 6.449], [2.603, -0.880, 5.342], [2.005, -0.435, 4.204], [0.811, 0.375, 4.364], [0.167, 0.533, 2.963], [3.732, -1.769, 5.022], [1.148, 1.382, 4.678], [0.090, -0.063, 5.069], [0.960, 0.934, 2.328], [-0.646, 1.288, 3.121], [-0.273, -0.419, 2.718], [3.748, -1.988, 3.955], [3.574, -2.647, 5.710], [4.639, -1.221, 5.279], [3.210, 6.265, 0.158], [2.221, 6.938, -0.008], [1.067, 6.601, 0.496], [0.888, 5.400, 1.288], [0.289, 4.344, 0.421], [2.222, 8.278, -0.714], [0.172, 5.584, 2.120], [1.819, 5.085, 1.714], [-0.653, 4.754, 0.027], [0.158, 3.432, 0.990], [0.944, 4.098, -0.419], [1.492, 8.269, -1.554], [3.222, 8.479, -1.031], [1.956, 9.026, 0.046], [-3.137, 1.615, -6.541], [-2.325, 1.246, -5.761], [-2.616, 0.772, -4.527], [-4.072, 0.560, -4.295], [-4.532, -0.736, -4.931], [-0.836, 1.274, -6.073], [-4.685, 1.398, -4.732], [-4.071, 0.575, -3.245], [-5.619, -0.883, -4.747], [-4.028, -1.645, -4.590], [-4.389, -0.618, -6.012], [-0.649, 0.444, -6.763], [-0.176, 1.296, -5.215], [-0.677, 2.109, -6.714], [-1.406, 1.216, -0.814], [-1.023, 0.214, -0.245], [0.258, -0.134, -0.116], [1.253, 0.651, -0.812], [2.027, -0.390, -1.579], [-1.981, -0.751, 0.445], [1.924, 1.138, -0.085], [0.829, 1.419, -1.482], [1.337, -0.886, -2.235], [2.475, -1.078, -0.909], [2.808, 0.128, -2.115], [-1.507, -1.534, 0.998], [-2.634, -1.154, -0.327], [-2.539, -0.181, 1.185], [3.768, 2.173, -0.146], [4.860, 2.487, 0.362], [5.517, 1.677, 1.178], [4.870, 0.422, 1.552], [5.763, -0.401, 2.449], [5.501, 3.753, -0.076], [4.711, -0.141, 0.634], [3.881, 0.636, 1.971], [5.988, 0.099, 3.397], [6.654, -0.710, 1.898], [5.230, -1.276, 2.783], [6.511, 4.000, 0.193], [4.843, 4.577, 0.215], [5.386, 3.689, -1.187], [-4.696, -1.271, 6.655], [-3.626, -1.291, 6.118], [-2.471, -1.809, 6.639], [-2.507, -2.512, 7.919], [-1.119, -2.851, 8.335], [-3.347, -0.662, 4.754], [-3.065, -3.449, 7.796], [-3.007, -1.853, 8.660], [-0.631, -3.479, 7.625], [-1.112, -3.393, 9.291], [-0.552, -1.909, 8.526], [-2.534, -1.125, 4.259], [-3.088, 0.389, 5.015], [-4.366, -0.675, 4.314], [7.353, -0.950, -5.357], [6.546, -1.835, -5.508], [5.267, -1.821, -5.017], [4.935, -0.681, -4.178], [5.524, -1.021, -2.794], [6.741, -3.027, -6.355], [3.862, -0.581, -4.067], [5.366, 0.285, -4.548], [5.390, -0.206, -2.040], [6.563, -1.185, -3.002], [5.101, -1.948, -2.429], [7.797, -2.977, -6.629], [6.191, -2.865, -7.272], [6.480, -3.996, -5.891], [-2.739, -6.096, -0.513], [-3.280, -5.041, -0.584], [-2.700, -3.977, -1.188], [-1.511, -4.258, -1.955], [-0.621, -3.006, -2.138], [-4.576, -4.581, 0.092], [-1.678, -4.673, -2.948], [-0.918, -4.974, -1.377], [-1.213, -2.264, -2.686], [0.229, -3.233, -2.769], [-0.350, -2.624, -1.158], [-5.297, -4.272, -0.663], [-4.298, -3.832, 0.813], [-4.897, -5.472, 0.612]]
}